1.
Computed, not measured: a cluster of 2 separate species, C6H9N in total, with the ωB97M-V functional and the def2-TZVPD basis.

## Properties
* SMILES: C=C=C=C.C1CN1
* energy above the lowest of the compared OMol25 structures with the same formula, charge and spin: 4.416 eV
* DFT total energy: -288.61975 a.u.
* LUMO level: 0.53 eV
* orbital gap: 9.476 eV
* HOMO: -0.32863 hartree
* multiplicity: 1

CARTESIAN COORDINATES (ANGSTROEM)
C: 2.613 0.877 1.231
C: 2.114 -0.115 0.532
C: 1.539 -1.031 -0.140
C: 0.815 -1.886 -0.823
C: -1.556 0.173 0.491
C: -1.521 1.137 -0.636
N: -1.884 -0.260 -0.865
H: 2.193 1.879 1.181
H: 3.466 0.741 1.883
H: -0.640 -0.263 0.882
H: 1.063 -2.938 -0.856
H: -0.088 -1.558 -1.341
H: -2.347 0.275 1.232
H: -0.572 1.456 -1.064
H: -2.307 1.885 -0.730
H: -2.887 -0.372 -0.979

2.
Computed, not measured: an isolated molecule of C6H9N, with the ωB97M-V functional and the def2-TZVPD basis.

## Properties
* energy above the lowest of the compared OMol25 structures with the same formula, charge and spin: 3.500 eV
* DFT total energy: -288.65343 a.u.
* LUMO level: 0.56 eV
* orbital gap: 7.746 eV
* HOMO: -0.26419 hartree
* multiplicity: 1

CARTESIAN COORDINATES (ANGSTROEM)
C: -0.421 1.032 1.564
C: -0.525 0.303 0.270
C: 0.373 0.438 -0.915
C: -0.174 -0.434 -2.037
C: 1.644 -0.272 -0.345
C: -1.134 -1.130 -1.387
N: -1.319 -0.684 -0.002
H: -0.310 0.354 2.418
H: 0.450 1.694 1.543
H: -1.313 1.649 1.722
H: 0.619 1.476 -1.172
H: 1.404 -1.335 -0.205
H: 1.976 0.156 0.616
H: 2.445 -0.194 -1.080
H: -1.802 -1.929 -1.684
H: -1.913 -1.125 0.694

3.
Computed, not measured: an isolated molecule of C6H9N, with the ωB97M-V functional and the def2-TZVPD basis.

## Properties
* SMILES: C=C1C=CN[C@H]1C
* energy above the lowest of the compared OMol25 structures with the same formula, charge and spin: 1.309 eV
* DFT total energy: -288.73393 a.u.
* LUMO level: 0.93 eV
* orbital gap: 8.404 eV
* HOMO: -0.27481 hartree
* multiplicity: 1

CARTESIAN COORDINATES (ANGSTROEM)
C: 1.176 -0.305 1.502
C: -0.011 -0.269 0.547
C: -0.084 0.756 -0.575
C: 0.284 2.029 -0.416
C: -0.945 0.098 -1.569
C: -1.009 -1.215 -1.265
N: -0.269 -1.537 -0.136
H: 1.141 0.560 2.172
H: 2.131 -0.305 0.967
H: 1.151 -1.204 2.135
H: -0.099 2.813 -1.061
H: 0.893 2.325 0.439
H: -0.924 0.030 1.082
H: -1.418 0.584 -2.414
H: -1.498 -2.010 -1.821
H: -0.519 -2.349 0.413

4.
Computed, not measured: an isolated molecule of C6H9N at a distorted geometry, with the ωB97M-V functional and the def2-TZVPD basis.

## Properties
* energy above the lowest of the compared OMol25 structures with the same formula, charge and spin: 5.738 eV
* DFT total energy: -288.57117 a.u.
* LUMO level (spin up / spin down): -0.84 / -0.09 eV
* orbital gap (spin up / spin down): 7.824 / 8.327 eV
* HOMO (spin up / spin down): -0.31839 / -0.30933 hartree
* multiplicity: 1

CARTESIAN COORDINATES (ANGSTROEM)
C: 1.510 1.163 0.076
C: 0.330 0.215 0.112
C: -0.347 0.073 1.413
C: -1.289 -1.077 -0.544
C: -0.732 0.291 -0.966
C: 0.530 -1.331 -0.079
N: 1.317 -2.207 -0.158
H: 2.004 1.144 -0.900
H: 2.249 0.920 0.845
H: 1.130 2.177 0.248
H: -0.425 0.964 2.037
H: -0.515 -0.875 1.897
H: -1.290 -1.882 -1.276
H: -2.229 -1.078 0.005
H: -0.336 0.291 -1.986
H: -1.421 1.133 -0.843

5.
Computed, not measured: an isolated molecule of C6H9N at a distorted geometry, with the ωB97M-V functional and the def2-TZVPD basis.

## Properties
* SMILES: [H]/N=C(\C)C=C=CC
* energy above the lowest of the compared OMol25 structures with the same formula, charge and spin: 3.638 eV
* DFT total energy: -288.64836 a.u.
* LUMO level: 0.84 eV
* orbital gap: 8.967 eV
* HOMO: -0.29882 hartree
* multiplicity: 1

CARTESIAN COORDINATES (ANGSTROEM)
C: -2.953 0.104 -0.039
C: -1.749 0.805 0.524
C: -0.561 0.991 0.050
C: 0.745 0.996 -0.068
C: 1.272 -0.370 0.103
C: 2.717 -0.570 -0.257
N: 0.461 -1.322 0.376
H: -3.341 -0.683 0.623
H: -3.749 0.836 -0.173
H: -2.723 -0.364 -1.003
H: -1.647 1.842 0.929
H: 1.340 1.838 -0.397
H: 2.799 -0.762 -1.334
H: 3.325 0.307 -0.023
H: 3.104 -1.439 0.278
H: 0.961 -2.208 0.411

6.
Computed, not measured: an isolated molecule of C6H9N, with the ωB97M-V functional and the def2-TZVPD basis.

## Properties
* SMILES: CC1=N[C@H](C)C=C1
* energy above the lowest of the compared OMol25 structures with the same formula, charge and spin: 0.744 eV
* DFT total energy: -288.75470 a.u.
* LUMO level: 0.95 eV
* orbital gap: 10.365 eV
* HOMO: -0.34616 hartree
* multiplicity: 1

CARTESIAN COORDINATES (ANGSTROEM)
C: -2.556 -0.431 0.221
C: -1.112 -0.043 0.101
C: -0.594 1.330 0.241
C: 0.717 1.275 -0.028
C: 1.020 -0.137 -0.433
C: 2.312 -0.790 0.036
N: -0.200 -0.896 -0.213
H: -2.661 -1.433 0.641
H: -3.146 0.268 0.822
H: -2.991 -0.450 -0.783
H: -1.179 2.198 0.524
H: 1.436 2.087 -0.007
H: 2.337 -1.826 -0.315
H: 3.163 -0.256 -0.404
H: 2.417 -0.788 1.126
H: 1.035 -0.111 -1.528

7.
Computed, not measured: a cluster of 2 separate species, C6H9N in total at a distorted geometry, with the ωB97M-V functional and the def2-TZVPD basis.

## Properties
* SMILES: C/C=C\C#N.C=C
* energy above the lowest of the compared OMol25 structures with the same formula, charge and spin: 1.925 eV
* DFT total energy: -288.71131 a.u.
* LUMO level: 0.71 eV
* orbital gap: 10.679 eV
* HOMO: -0.36637 hartree
* multiplicity: 1

CARTESIAN COORDINATES (ANGSTROEM)
C: 1.404 -0.503 1.045
C: 1.481 0.637 0.082
C: -1.049 -0.999 -1.530
C: -1.863 -1.002 -0.481
C: 0.620 1.657 0.002
C: -0.536 1.752 0.849
N: -1.477 1.819 1.522
H: 0.456 -0.512 1.590
H: 1.512 -1.457 0.518
H: 2.224 -0.435 1.771
H: 2.319 0.638 -0.613
H: -0.894 -0.118 -2.149
H: -2.444 -0.132 -0.194
H: -0.530 -1.906 -1.821
H: -1.970 -1.891 0.135
H: 0.748 2.452 -0.727

8.
Computed, not measured: a structure of composition C6H9N, with the ωB97M-V functional and the def2-TZVPD basis.

## Properties
* energy above the lowest of the compared OMol25 structures with the same formula, charge and spin: 2.729 eV
* DFT total energy: -288.68177 a.u.
* LUMO level: 0.92 eV
* orbital gap: 9.440 eV
* HOMO: -0.31313 hartree
* multiplicity: 1

CARTESIAN COORDINATES (ANGSTROEM)
C: -1.333 1.490 -0.215
C: -0.061 0.709 -0.051
C: 0.135 -0.631 0.159
C: -0.888 -1.727 0.285
C: 1.581 -0.788 0.234
C: 2.267 0.494 0.122
N: 1.185 1.321 -0.119
H: -2.202 0.826 -0.162
H: -1.370 2.010 -1.183
H: -1.443 2.248 0.574
H: -0.720 -2.517 -0.460
H: -1.910 -1.353 0.141
H: -0.850 -2.205 1.275
H: 2.089 -1.698 0.557
H: 2.224 -0.482 -0.821
H: 1.296 2.304 -0.336

9.
Computed, not measured: a structure of composition C6H9N at a distorted geometry, with the ωB97M-V functional and the def2-TZVPD basis.

## Properties
* energy above the lowest of the compared OMol25 structures with the same formula, charge and spin: 4.413 eV
* DFT total energy: -288.61986 a.u.
* LUMO level: 1.16 eV
* orbital gap: 8.415 eV
* HOMO: -0.26664 hartree
* multiplicity: 1

CARTESIAN COORDINATES (ANGSTROEM)
C: -1.482 1.392 -0.661
N: -0.435 0.416 -0.547
C: 0.842 0.663 0.046
C: 1.180 -0.478 1.032
C: -0.111 -1.287 0.997
C: -0.089 -1.030 -0.538
C: 1.419 -0.613 -0.449
H: -1.441 2.124 0.163
H: -2.507 1.005 -0.696
H: -1.307 1.956 -1.588
H: 1.265 1.657 0.107
H: 1.923 -0.358 1.814
H: -0.956 -0.642 1.301
H: -0.076 -2.316 1.381
H: -0.499 -1.744 -1.260
H: 2.274 -0.746 -1.101

10.
Computed, not measured: a cluster of 2 separate species, C6H9N in total at a distorted geometry, with the ωB97M-V functional and the def2-TZVPD basis.

## Properties
* SMILES: C1C2=N[C@H]12.C=CC
* energy above the lowest of the compared OMol25 structures with the same formula, charge and spin: 6.189 eV
* DFT total energy: -288.55459 a.u.
* LUMO level (spin up / spin down): 0.31 / 0.31 eV
* orbital gap (spin up / spin down): 9.367 / 9.368 eV
* HOMO (spin up / spin down): -0.33285 / -0.33286 hartree
* multiplicity: 1

CARTESIAN COORDINATES (ANGSTROEM)
C: 2.592 -0.260 -0.123
C: 2.031 0.713 0.917
C: 1.648 1.125 -0.518
C: -1.337 -0.974 0.909
C: -1.885 0.129 -1.323
C: -1.914 -0.036 0.136
N: 1.590 -0.088 -1.035
H: 1.149 0.201 1.350
H: 2.590 1.317 1.641
H: 3.691 -0.372 -0.283
H: -1.488 -0.819 1.981
H: -0.616 -1.671 0.518
H: -1.137 0.659 -1.808
H: -2.858 0.368 -1.574
H: -1.586 -0.860 -1.652
H: -2.470 0.568 0.862

11.
Computed, not measured: an isolated molecule of C6H9N, with the ωB97M-V functional and the def2-TZVPD basis.

## Properties
* energy above the lowest of the compared OMol25 structures with the same formula, charge and spin: 4.332 eV
* DFT total energy: -288.62283 a.u.
* LUMO level (spin up / spin down): 0.69 / 0.69 eV
* orbital gap (spin up / spin down): 8.798 / 8.799 eV
* HOMO (spin up / spin down): -0.29803 / -0.29805 hartree
* multiplicity: 1

CARTESIAN COORDINATES (ANGSTROEM)
C: -0.604 -0.972 1.782
N: -0.569 0.050 0.740
C: 0.810 0.148 0.174
C: 0.568 -0.716 -1.053
C: -0.691 0.099 -1.279
C: -0.317 1.505 -1.229
C: 0.662 1.567 -0.300
H: 0.023 -0.608 2.619
H: -1.613 -1.094 2.184
H: -0.195 -1.960 1.508
H: 1.630 -0.092 0.857
H: 0.336 -1.750 -0.781
H: 1.307 -0.697 -1.868
H: -1.510 -0.235 -1.925
H: -0.886 2.325 -1.653
H: 1.050 2.431 0.224

12.
Computed, not measured: an isolated molecule of C6H9N at a distorted geometry, with the ωB97M-V functional and the def2-TZVPD basis.

## Properties
* energy above the lowest of the compared OMol25 structures with the same formula, charge and spin: 4.304 eV
* DFT total energy: -288.62386 a.u.
* LUMO level: -0.07 eV
* orbital gap: 8.749 eV
* HOMO: -0.32398 hartree
* multiplicity: 1

CARTESIAN COORDINATES (ANGSTROEM)
C: 0.150 -1.048 -1.862
C: 0.400 -0.098 -0.686
C: -0.423 -0.458 0.567
C: 0.150 0.207 1.823
C: 0.095 1.645 2.087
C: 0.111 1.291 -1.084
N: -0.154 2.374 -1.394
H: 0.754 -0.763 -2.729
H: -0.903 -1.041 -2.158
H: 0.424 -2.067 -1.571
H: -0.405 -1.549 0.682
H: -1.468 -0.163 0.416
H: -0.526 0.026 2.703
H: 1.101 -0.254 2.122
H: -0.770 2.036 1.508
H: 1.465 -0.138 -0.424